Density functional theory data (the ωB97M-V functional and the def2-TZVPD basis) for an isolated molecule of C3H3BrO.

Bonds (Å) are listed after each position.
Atoms and positions in Å:
1 C 0.40912 0.23658 -1.90719  C2 1.213, H6 1.064
2 C 0.31285 0.11427 -0.70471  C1 1.213, C3 1.436
3 C 0.05228 0.11818 0.70749  C2 1.436, O4 1.381, Br5 2.005, H7 1.196
4 O 0.40184 -0.95658 1.50124  C3 1.381, H8 0.920
5 Br -1.91866 0.46080 0.84348  C3 2.005
6 H 0.27480 0.65715 -2.87480  C1 1.064
7 H 0.40743 1.11009 1.27345  C3 1.196
8 H 0.06035 -1.74049 1.16104  O4 0.920

Summary:
E_LUMO ... 0.520 eV
SMILES string ... C#C[C@H](O)Br
Kohn-Sham gap ... 10.6 eV
Energy above the lowest of the compared OMol25 structures with the same formula, charge and spin ... 1.690 eV
Molar mass ... 135.0 g/mol

Here are the Mulliken charges for atoms 1 to 6, given in e:
1 C -0.018
2 C -0.371
3 C -0.074
4 O -0.460
5 Br -0.150
6 H 0.394